Entry 1:
Formula: C24H31Ge2N3OPtSTe
Source: the OMol25 dataset
Level of theory: wB97M-V/def2-TZVPD

Calculated values
LUMO level = -0.50 eV
HOMO level = -0.2764 hartree
calculated total energy = -166315.922 eV
energy relative to the best compared isomer or geometry (same formula, charge and spin) = 9.5 kcal per mole
gap between HOMO and LUMO = 7.0 eV

```
64
Properties=species:S:1:pos:R:3:forces:R:3:mulliken_charge:R:1
Pt 0.111 -0.196 0.758 -0.26 -0.28 0.46 2.3445
C -1.386 -2.574 -3.558 -0.01 0.03 0.01 -1.2736
C -0.869 -1.340 -2.811 -0.16 0.01 -0.16 0.0979
Ge -0.337 -1.712 -0.980 0.30 0.40 -0.26 -0.2008
C -1.439 -3.134 -0.213 0.10 -0.27 0.07 -0.7570
C -0.977 -4.581 -0.385 -0.06 0.04 -0.01 -1.1083
C 1.800 -2.882 -0.523 0.47 0.05 0.54 -1.6271
C 2.032 -1.862 -1.445 -0.69 -0.17 0.00 0.3344
Ge 1.969 0.013 -0.771 0.11 -0.25 0.02 -0.1353
C 3.492 0.347 0.413 0.15 -0.07 0.07 -0.6179
C 4.616 -0.673 0.212 -0.02 0.04 -0.01 -1.2611
C 1.720 1.371 -2.138 -0.07 0.19 -0.08 0.8893
C 2.964 2.106 -2.641 -0.05 0.01 -0.01 -1.3777
C 2.360 -2.231 -2.850 0.00 -0.01 0.14 0.6194
C 3.195 -1.396 -3.588 0.03 0.01 -0.02 -0.3031
C 3.574 -1.713 -4.884 -0.03 -0.01 0.06 -0.9345
C 3.119 -2.883 -5.470 -0.01 -0.04 -0.03 -0.4900
C 2.298 -3.737 -4.744 0.04 0.04 -0.01 -0.9712
C 1.927 -3.416 -3.450 -0.03 -0.01 0.00 -0.1776
H -1.658 -2.310 -4.581 -0.01 0.01 0.00 0.3677
H -2.278 -2.982 -3.080 -0.01 -0.01 0.01 0.3644
H -0.646 -3.372 -3.618 -0.04 0.07 0.01 0.1776
H -1.663 -0.595 -2.726 0.01 0.04 -0.04 0.2118
H -0.047 -0.860 -3.339 0.02 -0.03 -0.04 0.1673
H -2.409 -2.973 -0.694 -0.02 -0.02 0.03 0.5692
H -1.552 -2.888 0.842 -0.01 -0.02 0.01 0.4255
H -0.866 -4.853 -1.437 0.02 0.01 0.00 0.2287
H -1.705 -5.265 0.055 -0.02 0.01 -0.02 0.4115
H -0.029 -4.752 0.124 0.00 0.00 0.02 0.2927
H 1.795 -3.909 -0.881 0.11 -0.01 -0.06 0.6056
H 3.135 0.329 1.443 0.00 0.00 0.01 0.4418
H 3.833 1.364 0.211 0.03 0.00 0.04 0.6050
H 4.251 -1.694 0.338 0.01 0.01 0.02 0.2688
H 5.418 -0.522 0.937 0.00 0.03 -0.01 0.3995
H 5.054 -0.597 -0.786 -0.01 -0.01 0.00 0.3106
H 1.073 2.087 -1.627 0.03 -0.01 -0.07 -0.5394
H 1.119 0.976 -2.959 0.05 0.01 -0.04 0.1964
H 3.645 2.363 -1.828 0.00 0.01 0.00 0.2758
H 2.668 3.040 -3.121 0.01 0.01 -0.01 0.4323
H 3.531 1.539 -3.380 0.00 -0.05 0.01 0.3469
H 3.579 -0.498 -3.125 0.00 0.05 0.00 0.3196
H 4.230 -1.047 -5.430 0.00 0.00 0.00 0.4340
H 3.405 -3.133 -6.483 0.00 0.00 0.01 0.3949
H 1.943 -4.658 -5.189 0.00 0.00 -0.01 0.4135
H 1.282 -4.099 -2.909 0.02 0.02 0.00 0.4588
Te -1.251 2.042 0.637 -0.03 -0.03 -0.14 -0.1674
C -1.282 2.837 -1.308 0.05 0.03 -0.02 -0.0105
C -0.651 3.971 -1.739 -0.03 0.07 -0.07 -0.3851
C -0.891 4.266 -3.114 0.03 -0.01 0.11 -0.4203
C -1.705 3.351 -3.707 0.02 -0.03 0.03 -0.5431
S -2.183 2.144 -2.591 -0.07 -0.02 -0.02 -0.1199
H -0.026 4.571 -1.092 -0.01 0.01 -0.01 0.4256
H -0.478 5.121 -3.631 0.00 0.00 0.01 0.4006
H -2.053 3.333 -4.727 0.00 0.00 0.01 0.4222
N 0.336 -0.747 4.884 -0.04 0.02 -0.09 -0.4093
C 0.388 -0.807 3.542 0.00 -0.05 0.22 1.1084
O -0.365 -0.027 2.876 0.10 0.27 -0.15 -0.6077
C 1.239 -1.738 2.892 0.29 -0.25 0.08 -0.7438
C 1.992 -2.663 3.674 -0.15 0.08 -0.11 -0.1934
N 2.562 -3.383 4.373 0.03 0.03 0.00 -0.5644
C 1.173 -1.812 1.486 -0.14 0.23 -0.25 -0.1615
N 1.712 -2.800 0.826 -0.05 -0.17 -0.29 -0.1236
H -0.306 -0.103 5.309 0.00 0.00 0.00 0.2558
H 0.869 -1.382 5.452 0.01 -0.01 0.00 0.2066
```
Forces are in eV/Å.

***

Entry 2:
Formula: C4H4Cl2
Source: the OMol25 dataset
Level of theory: wB97M-V/def2-TZVPD

Calculated values
LUMO level = 0.54 eV
HOMO level = -0.3547 hartree
calculated total energy = -29256.525 eV
energy relative to the best compared isomer or geometry (same formula, charge and spin) = 3.1 kcal per mole
gap between HOMO and LUMO = 10.2 eV

```
10
Properties=species:S:1:pos:R:3:forces:R:3:mulliken_charge:R:1
C -1.350 0.503 0.764 -0.87 -0.30 -0.08 -0.7361
C -0.715 -0.500 0.154 -0.19 0.17 0.15 0.3594
Cl -1.585 -1.921 -0.364 0.06 0.11 0.05 -0.1871
C 0.738 -0.501 -0.162 0.07 0.78 -0.19 0.3631
C 1.339 0.523 -0.776 -0.06 -0.03 0.24 -0.7539
Cl 1.654 -1.884 0.363 -0.15 0.07 -0.04 -0.1789
H -2.465 0.499 0.938 1.51 -0.10 -0.26 0.2460
H -0.778 1.361 1.101 -0.09 -0.11 -0.02 0.3187
H 0.728 1.384 -1.100 0.50 -0.61 0.15 0.3022
H 2.433 0.535 -0.917 -0.78 0.02 -0.01 0.2666
```
Forces are in eV/Å.

***

Entry 3:
Formula: C20H23HgPSe2
Source: the OMol25 dataset
Level of theory: wB97M-V/def2-TZVPD

Calculated values
LUMO level = 0.07 eV
HOMO level = -0.2900 hartree
calculated total energy = -165269.353 eV
energy relative to the best compared isomer or geometry (same formula, charge and spin) = 0.0 kcal per mole
gap between HOMO and LUMO = 8.0 eV

```
47
Properties=species:S:1:pos:R:3:forces:R:3:mulliken_charge:R:1
C -0.077 2.660 0.410 -0.96 0.41 -0.21 -0.5980
C 2.682 1.845 -1.747 -0.02 -0.30 0.18 -0.2923
C 0.663 1.770 1.378 -1.35 -0.85 1.10 -0.8879
H -0.077 3.686 0.827 0.02 -0.20 -0.28 0.2976
C 2.914 0.709 -1.078 -0.20 0.02 0.07 -0.5611
H 3.068 1.951 -2.770 -0.31 -0.37 0.33 0.3000
H 0.366 2.041 2.405 0.48 0.60 -0.40 0.7117
H 3.312 -0.151 -1.620 0.32 0.35 0.01 0.3319
C 2.146 1.534 1.309 0.54 -0.89 0.47 -0.8573
H 2.433 1.243 2.335 0.04 0.00 -0.37 0.3470
H 2.705 2.456 1.118 -0.10 -0.09 0.01 0.3733
C 0.347 2.731 -1.061 -0.10 0.12 0.06 -0.4401
H -0.233 3.560 -1.506 0.20 -0.34 0.15 0.2980
H 0.030 1.828 -1.604 0.27 0.08 0.17 0.2886
C 1.854 3.023 -1.277 0.07 0.51 -0.46 -0.7974
H 2.270 3.494 -0.377 -0.13 -0.03 -0.34 0.3192
H 1.921 3.780 -2.075 0.06 -0.14 0.30 0.3885
C 2.647 0.395 0.378 -0.26 0.10 0.35 0.0018
H 3.575 0.000 0.838 -0.24 0.19 -0.44 0.3505
H 1.927 -0.449 0.461 0.34 0.34 -0.15 0.0108
Hg -0.622 -0.037 1.505 1.13 -0.04 -0.57 0.5974
H -1.133 2.293 0.431 0.55 0.87 -0.17 0.2752
Se -2.720 -0.505 -0.229 0.02 -0.36 0.18 -0.4556
P -2.241 -2.565 0.350 0.26 0.24 0.03 0.5328
Se -0.376 -2.683 1.541 -0.68 -0.19 -0.23 -0.5943
C -3.602 -3.268 1.315 0.06 -0.20 0.35 0.6896
C -3.947 -4.617 1.162 -0.38 0.14 0.21 -0.2138
C -4.956 -5.160 1.964 0.17 0.17 0.04 -0.6608
C -5.554 -4.381 2.959 0.15 0.11 -0.07 -0.3991
C -5.173 -3.043 3.136 0.12 -0.12 -0.14 -0.6440
C -4.200 -2.480 2.306 -0.29 -0.25 -0.04 -0.3979
C -2.173 -3.663 -1.088 0.13 0.18 -0.30 0.3590
C -3.338 -3.813 -1.857 0.31 -0.33 -0.13 -0.1336
C -3.355 -4.761 -2.883 0.06 0.30 0.21 -0.5887
C -2.213 -5.522 -3.149 0.15 0.06 0.23 -0.4472
C -1.046 -5.339 -2.398 -0.13 0.20 -0.14 -0.5496
C -1.009 -4.373 -1.387 -0.29 -0.26 0.03 -0.3918
H -3.456 -5.236 0.408 -0.19 0.20 0.28 0.3557
H -5.260 -6.196 1.806 0.09 0.30 0.15 0.3721
H -6.312 -4.822 3.611 0.21 0.17 -0.25 0.3593
H -5.637 -2.441 3.922 0.15 -0.21 -0.30 0.3648
H -3.911 -1.428 2.393 -0.15 -0.40 0.05 0.2607
H -4.217 -3.201 -1.638 0.23 -0.27 -0.06 0.3572
H -4.266 -4.906 -3.461 0.26 0.04 0.07 0.3817
H -2.229 -6.257 -3.954 -0.01 0.14 0.24 0.3710
H -0.163 -5.945 -2.599 -0.22 0.20 -0.03 0.3792
H -0.102 -4.185 -0.803 -0.36 -0.20 -0.22 0.2358
```
Forces are in eV/Å.

***

Entry 4:
Formula: C21H31N3O5S2
Source: the OMol25 dataset
Level of theory: wB97M-V/def2-TZVPD

Calculated values
LUMO level = 0.24 eV
HOMO level = -0.3253 hartree
calculated total energy = -58659.640 eV
energy relative to the best compared isomer or geometry (same formula, charge and spin) = 0.0 kcal per mole
gap between HOMO and LUMO = 9.1 eV

```
62
Properties=species:S:1:pos:R:3:forces:R:3:mulliken_charge:R:1
C -7.257 -0.453 0.229 0.42 0.21 0.14 -1.5482
C -5.915 0.262 0.111 -0.34 0.05 -0.22 0.6440
C -5.619 0.628 -1.346 0.13 -0.05 0.46 -1.1281
O -4.932 -0.617 0.640 -0.07 -0.19 -0.06 -0.3190
C -3.760 0.012 1.102 0.28 0.05 0.25 -0.3647
C -2.724 -1.063 1.420 -0.29 0.10 -0.35 -0.6309
C -2.392 -1.917 0.192 0.06 -0.12 0.39 -1.0106
N -1.811 -1.130 -0.873 -0.58 -0.06 -0.02 -0.1131
C -0.488 -0.982 -1.019 0.03 0.33 -0.66 0.7955
O 0.355 -1.590 -0.390 0.29 -0.19 0.26 -0.6184
C -0.106 0.116 -2.027 -0.13 -0.39 0.07 -1.3461
N -0.098 1.368 -1.279 0.11 -0.03 -0.33 0.2261
C -1.283 2.027 -1.180 -0.23 0.42 0.02 0.6959
O -2.296 1.639 -1.736 -0.14 0.06 -0.15 -0.7056
C -1.259 3.253 -0.306 0.06 -0.06 0.38 -0.8867
S -0.809 2.664 1.357 -0.03 0.00 -0.16 -0.1352
C 0.792 2.105 0.876 -0.20 0.05 -0.13 1.2749
C 1.853 2.212 1.767 0.06 -0.10 -0.14 -0.8100
C 3.131 1.873 1.368 0.03 0.04 0.12 -0.5059
C 3.337 1.458 0.066 0.54 -0.07 -0.23 -0.4798
S 5.009 1.123 -0.519 0.20 -0.01 -0.05 1.2549
O 5.893 1.911 0.288 -0.19 -0.10 0.28 -0.7574
O 4.999 1.314 -1.941 -0.27 -0.20 0.00 -0.7365
N 5.370 -0.457 -0.238 -0.09 1.05 -0.26 0.1647
C 5.569 -0.878 1.127 -0.05 0.08 0.75 -0.9568
C 4.311 -1.509 1.725 0.20 -0.21 -0.12 -0.1150
C 3.835 -2.652 0.831 -0.23 0.22 0.00 -1.0315
C 3.581 -2.128 -0.580 0.28 -0.07 0.07 0.4441
C 4.845 -1.466 -1.128 -0.44 -0.31 -0.54 -1.1052
C 2.292 1.328 -0.822 -0.11 0.05 -0.14 -0.1982
C 0.990 1.617 -0.424 0.51 0.15 0.59 -1.2359
H -7.232 -1.373 -0.349 -0.02 -0.11 -0.10 0.3405
H -8.056 0.182 -0.144 -0.12 0.04 -0.06 0.4226
H -7.455 -0.705 1.267 -0.06 -0.03 0.09 0.3642
H -5.938 1.181 0.720 0.02 -0.11 -0.04 0.2550
H -4.653 1.118 -1.446 0.07 0.07 -0.04 0.1552
H -5.616 -0.273 -1.955 -0.03 -0.12 -0.08 0.2802
H -6.385 1.302 -1.719 -0.09 0.09 -0.09 0.4630
H -3.978 0.599 2.010 0.02 -0.04 -0.12 0.3321
H -3.368 0.707 0.348 -0.01 -0.01 0.04 0.1498
H -3.121 -1.717 2.196 0.01 -0.01 0.11 0.4138
H -1.818 -0.583 1.794 0.03 0.00 0.04 0.3548
H -1.664 -2.684 0.463 -0.15 0.01 -0.07 0.3555
H -3.306 -2.384 -0.177 0.11 -0.05 0.01 0.4326
H -2.431 -0.499 -1.364 0.23 0.03 -0.08 0.2956
H 0.879 -0.086 -2.441 -0.12 -0.02 0.06 0.5953
H -0.842 0.204 -2.828 0.16 0.00 0.07 0.4672
H -0.519 3.987 -0.627 -0.04 -0.01 -0.05 0.4404
H -2.249 3.700 -0.256 0.05 -0.09 -0.09 0.4486
H 1.659 2.574 2.764 0.04 0.10 0.10 0.4882
H 3.974 1.970 2.033 0.08 0.06 0.14 0.5280
H 5.887 0.004 1.683 0.12 -0.19 0.13 0.3855
H 6.386 -1.609 1.138 0.00 0.08 0.00 0.3987
H 3.520 -0.761 1.802 -0.01 0.00 0.07 0.0123
H 4.534 -1.876 2.729 -0.01 0.05 0.06 0.3945
H 2.916 -3.083 1.229 0.03 -0.09 0.02 0.4470
H 4.599 -3.434 0.803 0.03 -0.11 0.03 0.3490
H 3.289 -2.946 -1.238 -0.06 0.02 -0.07 0.4916
H 2.756 -1.416 -0.547 -0.04 -0.03 -0.07 -0.3723
H 4.666 -0.974 -2.084 0.05 -0.25 -0.06 0.4091
H 5.626 -2.224 -1.267 0.00 0.09 -0.03 0.3587
H 2.523 1.028 -1.832 -0.07 -0.05 -0.15 0.7824
```
Forces are in eV/Å.